Record 1
DFT (the ωB97M-V functional and the def2-TZVPD basis) results for an isolated molecule of C3H6N4S in a non-equilibrium geometry.

Each line ends with the Löwdin spin population.
Positions of all 14 atoms, in Å:
C1 -0.914 -1.725 -1.954  0.103
C2 -0.107 -0.474 0.022  0.462
C3 0.855 0.302 2.058  0.041
N1 -0.942 -2.880 -1.440  0.134
N2 0.419 0.396 0.714  0.244
N3 -0.559 -0.576 -1.213  0.124
N4 -0.787 0.644 -1.929  0.063
S1 -0.232 -3.206 -0.036  0.803
H1 -1.277 -1.352 -2.977  0.001
H2 0.884 -0.651 2.518  0.006
H3 0.198 0.796 2.739  0.003
H4 1.907 0.707 2.021  0.001
H5 -0.628 1.428 -1.171  0.011
H6 -1.817 0.707 -2.120  0.003

Properties
HOMO (spin up / spin down)	-0.243 / -0.297	Eh
multiplicity	3
charge	0
largest force on an atom	0.06618	Eh/bohr

***

Record 2
DFT (the ωB97M-V functional and the def2-TZVPD basis) results for a cluster of 2 separate species, C3H6N5 in total in a non-equilibrium geometry.

Each line ends with the Löwdin charge.
Positions of all 14 atoms, in Å:
C1 0.432 0.960 -1.640  -0.086
C2 -0.217 -0.645 0.206  -0.333
C3 -0.428 0.250 -0.888  -0.085
N1 0.964 2.034 -1.812  0.235
N2 -0.648 3.439 0.090  0.086
N3 -0.927 2.431 0.438  0.038
N4 -1.205 -1.178 0.953  0.236
N5 0.988 -0.658 0.819  0.201
H1 -1.417 0.147 -1.160  0.100
H2 1.570 2.352 -2.597  0.141
H3 -2.096 -1.340 0.540  0.131
H4 -1.038 -1.725 1.698  0.084
H5 1.432 0.175 0.550  0.097
H6 1.180 -1.157 1.698  0.156

Properties
HOMO	-0.515	Eh
multiplicity	1
charge	+1
largest force on an atom	0.10058	Eh/bohr

***

Record 3
DFT (the ωB97M-V functional and the def2-TZVPD basis) results for a structure of composition C3H6N5OS in a non-equilibrium geometry.

Each line ends with the Löwdin charge.
Positions of all 16 atoms, in Å:
C1 1.947 0.208 -0.131  -0.469
C2 -0.801 -1.003 0.219  -0.073
C3 -0.452 0.147 -0.771  -0.578
N1 3.550 -1.156 -0.260  -0.109
N2 2.210 -1.084 -0.362  0.037
N3 3.107 0.886 0.129  0.043
N4 4.085 -0.031 0.050  -0.081
N5 0.760 0.843 -0.173  -0.447
O1 -1.414 1.024 -0.951  -0.121
S1 0.495 2.544 0.026  0.452
H1 -0.769 -0.445 1.206  0.085
H2 -0.074 -1.804 0.236  0.028
H3 -1.868 -1.526 0.213  0.097
H4 -0.058 -0.404 -1.686  0.136
H5 -0.953 1.895 -0.622  -0.118
H6 3.402 1.853 0.262  0.119

Properties
HOMO	-0.120	Eh
multiplicity	1
charge	-1
largest force on an atom	0.08780	Eh/bohr

***

Record 4
DFT (the ωB97M-V functional and the def2-TZVPD basis) results for the ion C3H6NO with charge -1 in a non-equilibrium geometry.

Each line ends with the Löwdin charge.
Positions of all 11 atoms, in Å:
C1 1.337 -0.404 -0.581  -0.305
C2 0.179 -0.559 0.419  -0.319
C3 -0.911 0.488 0.357  -0.292
N1 2.816 0.256 -0.518  -0.128
O1 3.410 0.155 0.611  -0.203
H1 1.573 -1.356 -1.116  0.056
H2 0.991 0.393 -1.391  0.094
H3 0.247 -0.800 1.505  0.011
H4 -0.644 1.564 0.584  0.050
H5 -1.644 0.270 1.013  -0.020
H6 -1.436 0.459 -0.659  0.058

Properties
HOMO (spin up / spin down)	-0.051 / -0.034	Eh
multiplicity	1
charge	-1
largest force on an atom	0.08304	Eh/bohr

***

Record 5
DFT (the ωB97M-V functional and the def2-TZVPD basis) results for the ion C3H6NO with charge +1 in a non-equilibrium geometry.

Each line ends with the Löwdin charge.
Positions of all 11 atoms, in Å:
C1 0.937 -0.982 0.358  0.076
C2 1.189 0.043 -0.705  -0.064
C3 -0.071 0.192 -0.044  -0.360
N1 -1.487 0.506 0.006  0.313
O1 0.926 1.191 0.181  0.044
H1 0.786 -1.945 0.037  0.077
H2 1.456 -0.987 1.387  0.158
H3 1.460 0.179 -1.717  0.152
H4 -1.491 0.525 1.046  0.205
H5 -2.113 -0.227 -0.320  0.197
H6 -1.590 1.505 -0.227  0.203

Properties
HOMO	-0.530	Eh
multiplicity	1
structure (SMILES)	[NH3+][C@@]12C[C@@H]1O2
charge	+1
largest force on an atom	0.08073	Eh/bohr

***

Record 6
DFT (the ωB97M-V functional and the def2-TZVPD basis) results for a structure of composition C3H6NO in a non-equilibrium geometry.

Each line ends with the Löwdin charge.
Positions of all 11 atoms, in Å:
C1 -0.976 -0.658 -0.460  0.080
C2 0.924 0.805 -0.165  -0.040
C3 0.160 -0.963 0.367  -0.156
N1 -0.406 0.446 0.379  0.097
O1 1.368 -0.582 -0.183  0.028
H1 -0.855 -0.377 -1.493  0.148
H2 -2.039 -0.658 -0.154  0.169
H3 1.024 1.358 -1.180  0.185
H4 1.554 1.312 0.675  0.186
H5 0.158 -1.584 1.206  0.169
H6 -0.910 0.900 1.008  0.134

Properties
HOMO	-0.595	Eh
multiplicity	1
charge	+1
largest force on an atom	0.11509	Eh/bohr